This record from the OMol25 dataset describes C34H38N2O2PPdS as an isolated structure at a distorted geometry. The level of theory is the ωB97M-V functional and the def2-TZVPD basis.

The relative energy (zero: lowest compared OMol25 entry of this formula, charge and spin) comes out at 37.2 kcal per mole. The frontier orbital gap (spin up / spin down) is 2.9 / 2.9 eV. As for the charge: -2. Its spin multiplicity is 2. The calculation puts the energy at -66548.1421 eV.

CARTESIAN COORDINATES (ANGSTROEM)
1 Pd -0.488 0.487 -0.327
2 O -0.759 -1.482 -1.146
3 N -1.803 -2.197 -0.810
4 C -2.094 -3.239 -1.623
5 C -3.183 -4.045 -1.432
6 C -4.031 -3.786 -0.354
7 C -3.705 -2.754 0.499
8 C -2.569 -1.941 0.316
9 S -2.138 -0.734 1.429
10 H -1.378 -3.375 -2.419
11 H -3.365 -4.863 -2.117
12 H -4.913 -4.390 -0.180
13 H -4.317 -2.539 1.362
14 C -2.563 3.718 0.454
15 C -1.238 4.316 -0.014
16 C -1.037 4.156 -1.518
17 C -0.045 3.716 0.759
18 C -0.057 4.254 2.203
19 O 0.064 3.128 3.032
20 C 0.210 2.003 2.200
21 N 0.044 2.264 0.917
22 C 0.632 0.853 2.908
23 C 0.470 0.868 4.329
24 C 0.943 -0.130 5.132
25 C 1.651 -1.216 4.571
26 C 1.830 -1.253 3.200
27 C 1.309 -0.289 2.336
28 P 1.691 -0.372 0.559
29 C 3.550 -0.327 0.759
30 C 4.157 0.930 0.822
31 C 5.512 1.076 1.062
32 C 6.318 -0.042 1.243
33 C 5.735 -1.302 1.182
34 C 4.378 -1.445 0.945
35 C 1.546 -2.161 0.144
36 C 2.139 -2.579 -1.050
37 C 2.039 -3.894 -1.474
38 C 1.338 -4.818 -0.708
39 C 0.732 -4.407 0.471
40 C 0.830 -3.088 0.894
41 H -3.393 4.100 -0.145
42 H -2.758 3.949 1.507
43 H -2.523 2.637 0.334
44 H -1.229 5.390 0.229
45 H -1.035 3.087 -1.737
46 H -0.084 4.595 -1.832
47 H -1.844 4.636 -2.078
48 H 0.869 4.055 0.247
49 H -0.993 4.779 2.430
50 H 0.774 4.944 2.394
51 H -0.061 1.703 4.765
52 H 0.781 -0.083 6.204
53 H 2.047 -2.003 5.204
54 H 2.393 -2.078 2.781
55 H 3.532 1.808 0.685
56 H 5.954 2.066 1.110
57 H 7.380 0.066 1.428
58 H 6.349 -2.185 1.329
59 H 3.956 -2.439 0.904
60 H 2.680 -1.852 -1.646
61 H 2.493 -4.199 -2.411
62 H 1.249 -5.848 -1.039
63 H 0.163 -5.118 1.061
64 H 0.315 -2.762 1.789
65 C -2.547 -0.616 -3.635
66 C -2.187 0.815 -3.190
67 C -3.323 1.747 -3.662
68 C -0.883 1.203 -3.900
69 C -2.071 0.933 -1.680
70 H -2.767 -0.656 -4.713
71 H -3.417 -0.984 -3.086
72 H -1.703 -1.275 -3.428
73 H -3.382 1.784 -4.760
74 H -3.167 2.757 -3.280
75 H -4.279 1.382 -3.275
76 H -0.897 0.887 -4.952
77 H -0.048 0.722 -3.386
78 H -0.727 2.284 -3.874
79 H -3.053 0.666 -1.244